(1)
3 unconnected molecules or ions with the total composition C31H66N3O9P2S2Si in a non-equilibrium geometry, computed with wB97M-V/def2-TZVPD.

Last column: Löwdin charge in e.
Atoms and positions in Å:
H: 3.24 4.49 1.29  0.038
C: -6.95 -1.04 2.52  -0.284
H: 1.01 -0.88 -5.20  0.104
S: 2.31 -0.50 1.64  0.436
H: 7.05 0.15 4.58  0.056
C: 1.67 -1.33 -3.14  -0.110
H: 4.44 4.70 -1.31  0.036
H: 2.73 -1.10 -3.24  0.139
C: -0.02 0.91 -0.58  -0.003
H: 8.77 -1.08 5.00  0.055
C: 1.45 -3.32 -6.53  -0.195
H: 3.54 4.58 -2.81  0.025
O: -1.27 -3.41 -6.00  -0.134
C: -8.86 -3.37 1.80  -0.086
O: 0.86 3.77 -0.95  -0.230
C: 7.27 -0.14 2.42  -0.247
N: -7.68 -1.84 3.48  -0.198
O: -0.31 -1.48 -7.30  -0.278
H: -3.07 1.89 -3.32  0.128
H: 1.58 -4.40 -6.57  0.113
C: 9.00 -1.97 4.41  -0.085
H: -8.60 -2.70 0.98  0.064
P: 1.62 -1.32 0.07  0.221
H: -8.35 -3.78 3.85  0.114
S: -0.20 -2.89 -7.06  0.568
O: 0.34 1.86 1.62  0.110
H: 3.30 6.18 0.84  0.038
C: 2.63 5.31 0.90  -0.155
H: -0.45 2.74 -4.66  0.144
H: -0.55 4.63 0.29  0.130
H: 5.82 -0.90 3.88  0.067
H: -9.91 -3.22 2.05  0.057
H: -1.61 -2.67 -5.48  0.086
H: 2.12 -2.90 -7.28  0.115
H: -7.22 0.96 3.36  0.068
C: 0.78 -0.14 -1.06  -0.115
H: -1.30 3.55 -3.32  0.119
C: -1.44 2.96 -0.86  -0.052
H: 6.35 -2.16 0.06  0.079
H: 6.62 0.09 1.57  0.096
C: -2.68 -1.77 2.12  -0.254
H: 9.67 -2.48 2.45  0.110
H: 5.38 -3.33 0.97  0.073
H: 0.02 -2.09 -4.25  0.111
Si: 2.05 4.96 -0.85  0.462
H: -2.14 1.46 3.81  0.043
H: 1.81 5.53 1.59  0.032
H: 2.12 7.43 -1.30  0.041
O: -3.04 2.75 -5.17  -0.029
H: -3.25 0.13 4.04  0.017
H: 9.82 -0.79 2.81  0.112
H: 5.76 0.84 3.62  0.069
C: -6.42 0.27 3.08  -0.094
H: 6.63 -2.83 3.03  0.103
H: 3.51 -1.40 -0.93  0.081
P: -1.40 -0.51 2.57  0.934
H: -8.77 -4.39 1.42  0.071
O: -1.52 0.61 1.27  -0.240
H: -6.98 -3.65 2.78  0.107
H: -8.39 -0.35 4.74  0.101
H: 1.06 -3.36 0.30  0.099
H: -10.61 -1.39 2.94  0.056
C: 6.43 -0.02 3.70  -0.080
C: -2.40 1.96 -4.18  -0.244
O: -0.42 -3.64 -8.24  -0.254
C: 1.02 -1.72 -4.49  -0.202
H: 1.92 6.52 -2.77  0.033
C: 7.07 -2.56 2.06  -0.272
H: 0.53 6.80 -1.73  0.024
H: -2.25 0.93 -4.54  0.122
H: 9.94 -2.36 4.80  0.072
H: -7.55 -0.82 1.62  0.102
H: -1.84 2.71 0.12  0.117
C: -1.06 2.59 -3.76  -0.056
N: 0.31 0.66 -3.21  0.213
C: 0.89 -0.24 -2.43  -0.167
C: 9.15 -1.65 2.92  -0.248
H: 2.14 -3.60 -4.43  0.122
H: -9.22 -1.86 4.88  0.116
H: -6.08 -1.61 2.18  0.101
O: 0.59 -2.51 0.32  -0.175
H: 0.41 0.63 -4.22  0.172
H: -3.65 -1.27 2.00  0.020
H: -2.28 3.20 -1.50  0.118
H: -5.82 0.77 2.32  0.069
H: 1.54 -2.21 -2.51  0.106
C: -9.92 -0.61 3.26  -0.081
H: -10.51 0.11 3.84  0.073
C: -7.95 -3.19 3.01  -0.249
C: -0.33 1.17 0.89  -0.577
H: 8.23 -2.72 4.61  0.066
C: 5.95 -2.40 1.05  -0.104
C: -0.62 1.83 -1.42  -0.103
H: 2.87 -2.29 -5.30  0.120
H: -5.79 0.10 3.95  0.070
C: -0.48 4.20 -0.71  -0.200
H: -1.73 0.11 4.94  0.040
C: -0.43 1.67 -2.76  -0.143
H: 3.62 3.17 -1.66  0.023
H: -0.76 4.93 -1.47  0.104
C: 1.60 6.57 -1.72  -0.148
H: 8.02 0.66 2.41  0.115
C: 1.92 -2.79 -5.13  -0.183
N: 7.94 -1.40 2.15  -0.200
C: -8.79 -1.17 4.14  -0.244
C: -2.19 0.38 4.00  -0.239
H: 7.68 -3.42 1.75  0.120
H: -9.54 -0.09 2.38  0.066
H: -3.97 2.76 -4.96  0.098
H: 5.25 -1.62 1.34  0.026
C: 3.55 4.26 -1.77  -0.156
H: -2.42 -2.15 1.13  0.026
H: -2.73 -2.57 2.86  0.052
O: 2.86 -2.06 -0.67  -0.223

lowest unoccupied orbital energy = -3.9 eV
spin multiplicity = 1
orbital gap = 5.62 eV
E_HOMO = -9.55 eV
total charge = +1


(2)
A molecular structure, C24H46N6SSbTc, computed with wB97M-V/def2-TZVPD.

Last column: Löwdin charge in e.
Atoms and positions in Å:
C: -0.25 0.10 2.24  -0.430
C: 0.70 0.83 -4.39  -0.075
H: -4.43 -0.20 -1.20  0.102
H: 3.47 -3.58 -0.61  -0.001
H: 5.66 -0.37 1.00  0.008
H: 0.81 0.87 -5.48  0.091
C: 4.09 -2.69 -0.66  -0.329
C: -2.85 2.91 -0.82  0.001
H: -0.57 5.32 -1.45  0.117
C: -1.06 -2.61 -1.20  -0.788
H: -2.58 -5.53 -1.00  0.118
H: 0.07 -1.91 2.94  0.089
H: 5.15 0.50 -0.46  -0.005
C: -1.38 3.06 2.77  -0.057
N: -0.69 0.72 3.36  -0.077
H: -3.31 1.16 4.27  0.067
C: -1.46 0.02 4.39  -0.200
H: 2.87 1.16 -1.70  0.038
H: -1.50 -1.67 2.17  0.075
H: -3.24 -0.25 3.20  0.066
C: -2.47 0.43 -0.63  -0.262
H: -2.90 -3.37 1.14  0.040
C: -0.20 3.22 -1.30  -0.111
H: 0.44 1.68 1.39  0.034
H: 2.83 2.38 -5.14  0.092
H: 3.71 2.37 -3.62  0.086
H: 4.27 -2.23 2.56  0.008
C: 3.24 -1.93 2.34  -0.331
H: 2.53 -1.18 -3.97  0.065
C: -1.99 1.82 -0.83  -0.210
H: 3.96 -0.15 -3.73  0.086
H: 4.62 1.06 1.14  0.000
C: 2.98 -0.20 -4.19  -0.049
Sb: 3.12 -1.09 0.38  1.249
H: -3.93 -0.72 0.39  0.073
H: -4.42 0.96 0.14  0.070
H: -3.40 -3.99 -1.22  0.115
H: 2.92 -1.20 3.09  -0.002
N: -1.59 -0.49 -0.80  -0.106
C: 2.72 2.28 -4.06  -0.056
H: -3.70 -4.94 1.09  0.077
S: 0.47 -2.16 -1.92  0.583
Tc: 0.52 0.14 -1.18  1.081
H: -0.04 -1.73 1.18  0.036
H: -2.42 2.92 3.07  0.070
C: 4.84 0.18 0.54  -0.332
H: 0.86 3.29 -1.50  0.107
H: 0.05 1.65 -4.10  0.073
C: 1.97 0.80 -2.22  -0.270
H: -0.70 -4.52 -1.67  0.114
H: -3.02 5.03 -1.02  0.121
C: -0.45 -1.39 2.13  -0.020
N: 0.36 0.68 1.26  0.033
H: -1.32 2.87 1.70  0.044
C: 2.07 0.94 -3.72  -0.687
H: -1.17 0.45 5.35  0.122
C: -2.59 -4.48 -0.69  -0.234
H: 2.60 -2.81 2.41  -0.001
H: 4.23 -2.42 -1.70  -0.005
C: -3.89 0.12 -0.30  -0.010
N: -1.31 -3.93 -1.13  -0.017
C: -2.96 0.13 4.18  -0.057
H: -3.91 2.77 -0.64  0.112
N: -0.67 1.99 -1.09  -0.028
H: -3.49 -0.46 4.93  0.083
C: -1.00 4.35 -1.27  -0.032
H: -1.95 -4.85 1.34  0.078
H: 0.60 2.36 3.31  0.121
H: 5.06 -2.90 -0.21  0.010
H: -1.15 -1.02 4.42  0.106
C: -0.45 2.14 3.55  -0.197
C: -2.79 -4.40 0.81  -0.088
H: -0.55 2.34 4.62  0.122
H: 0.21 -0.11 -4.14  0.048
H: 2.12 3.13 -3.72  0.074
N: -1.98 -1.79 -0.72  0.013
H: 3.11 -0.13 -5.27  0.094
H: -1.12 4.10 2.94  0.085
C: -2.36 4.18 -1.04  -0.030

lowest unoccupied orbital energy (spin up / spin down) = -3.1 / -3.5 eV
spin multiplicity = 4
orbital gap (spin up / spin down) = 6.39 / 6.68 eV
E_HOMO (spin up / spin down) = -9.53 / -10.19 eV
total charge = +1


Q: Which E_tot values were calculated for the entries above? A: -3830.6657, -1989.6205, in hartree.